1.
This record from OMol25 describes a cluster of 2 separate species, C31H28BF7O2S in total in a non-equilibrium geometry. The level of theory is ωB97M-V with the def2-TZVPD basis set.

ΔE to the lowest compared entry with this formula, charge and spin, kJ/mol: 51.6
Structure (SMILES): CC1(C)OB(C(c2cc(F)cc(F)c2)c2cc(F)cc(F)c2)OC1(C)C.Cc1ccc(-c2ccc(C(F)(F)F)cc2)s1
Charge: 0
Orbital gap, eV: 8.136
E_tot, Ha: -2470.77093
HOMO level, eV: -8.316

Last column: Mulliken charge in e.
CARTESIAN COORDINATES (ANGSTROEM)
C  1.285  4.935  -1.728  -2.006
C  0.995  3.812  -0.765  1.795
C  -0.034  4.273  0.255  -1.948
O  0.364  2.781  -1.572  -0.713
B  1.020  1.645  -1.232  0.836
C  0.216  0.237  -0.654  1.318
C  -1.176  0.071  -1.248  0.169
C  -1.983  1.117  -1.735  -0.616
C  -3.150  0.829  -2.446  0.353
F  -3.833  1.875  -3.027  -0.342
C  -3.638  -0.461  -2.632  -0.990
C  -2.848  -1.479  -2.114  0.145
F  -3.226  -2.791  -2.318  -0.344
C  -1.659  -1.236  -1.429  -0.186
C  1.181  -0.722  -1.330  0.074
C  1.827  -1.826  -0.752  -0.196
C  2.652  -2.607  -1.579  0.368
F  3.322  -3.669  -1.009  -0.350
C  2.812  -2.410  -2.948  -1.001
C  2.163  -1.294  -3.478  -0.066
F  2.321  -0.997  -4.805  -0.335
C  1.362  -0.458  -2.699  -0.511
O  2.277  1.785  -0.644  -0.587
C  2.306  3.135  -0.127  1.681
C  3.660  3.710  -0.527  -1.944
C  2.326  3.062  1.399  -1.808
H  1.734  5.777  -1.192  0.366
H  1.948  4.582  -2.526  0.397
H  0.343  5.268  -2.186  0.473
H  0.403  5.079  0.861  0.440
H  -0.902  4.671  -0.290  0.492
H  -0.389  3.453  0.903  0.183
H  0.234  0.195  0.447  -0.561
H  -1.675  2.151  -1.622  0.624
H  -4.575  -0.662  -3.154  0.495
H  -1.072  -2.089  -1.084  0.629
H  1.664  -2.071  0.309  0.404
H  3.408  -3.084  -3.566  0.477
H  0.824  0.369  -3.174  0.585
H  3.788  4.732  -0.146  0.367
H  4.448  3.092  -0.071  0.453
H  3.809  3.694  -1.614  0.388
H  2.465  4.064  1.833  0.389
H  1.416  2.607  1.811  0.107
H  3.179  2.441  1.710  0.492
C  1.105  0.799  5.177  -1.360
C  0.317  0.285  4.026  0.822
C  -0.841  0.844  3.487  -0.791
C  -1.504  -0.025  2.571  -0.357
C  -0.871  -1.262  2.424  -0.156
C  -1.327  -2.424  1.675  1.199
C  -2.667  -2.518  1.250  -0.503
C  -3.175  -3.712  0.769  -0.968
C  -2.349  -4.805  0.620  0.471
C  -2.943  -6.082  0.079  0.852
F  -2.025  -6.854  -0.569  -0.278
F  -3.507  -6.863  1.052  -0.263
F  -3.945  -5.827  -0.819  -0.256
C  -0.991  -4.719  0.914  -1.266
C  -0.486  -3.520  1.401  -0.204
S  0.640  -1.266  3.342  -0.204
H  0.646  1.712  5.578  0.365
H  1.097  0.041  5.976  0.372
H  2.153  1.006  4.914  0.294
H  -1.188  1.838  3.770  0.382
H  -2.430  0.225  2.057  0.406
H  -3.332  -1.661  1.328  0.305
H  -4.221  -3.799  0.496  0.422
H  -0.328  -5.564  0.776  0.450
H  0.583  -3.436  1.599  0.270

---

2.
This record from OMol25 describes a structure of composition C31H28BrClFeO5SeTe. The level of theory is ωB97M-V with the def2-TZVPD basis set.

ΔE to the lowest compared entry with this formula, charge and spin, kJ/mol: 249.3
Spin multiplicity: 5
Charge: -2
Orbital gap (spin up / spin down), eV: 4.247 / 4.508
E_tot, Ha: -8541.73182
Expectation value of S²: 6.09
HOMO level (spin up / spin down), eV: -0.364 / -0.626

Last column: Mulliken charge in e.
CARTESIAN COORDINATES (ANGSTROEM)
Fe  -0.325  0.444  1.011  1.572
C  3.449  2.180  2.462  -1.615
C  2.333  1.225  2.796  1.019
C  2.580  -0.144  2.859  -0.413
C  1.545  -1.032  3.107  -0.327
C  0.254  -0.572  3.342  -0.383
C  -0.004  0.803  3.330  -1.439
C  1.042  1.689  3.029  -0.317
H  4.170  2.243  3.282  0.365
H  3.064  3.182  2.272  0.353
H  3.983  1.840  1.572  0.293
H  3.578  -0.515  2.653  0.347
H  1.734  -2.099  3.093  0.363
H  -0.550  -1.275  3.515  0.495
H  -0.975  1.181  3.629  0.703
H  0.846  2.756  3.001  0.331
C  2.018  -3.385  -3.601  -1.645
C  2.914  -3.269  -2.399  1.318
C  3.368  -4.423  -1.763  -0.905
C  4.208  -4.333  -0.671  0.369
Cl  4.780  -5.801  0.086  -0.281
C  4.614  -3.107  -0.175  -0.754
C  4.162  -1.959  -0.800  -0.060
C  3.325  -2.030  -1.906  0.199
O  3.002  -0.863  -2.548  -0.636
C  1.649  -0.398  -2.463  -0.055
C  1.237  0.077  -1.066  0.530
O  1.661  -0.541  -0.072  -0.509
O  0.420  1.035  -1.027  -0.882
H  2.199  -4.323  -4.128  0.499
H  2.186  -2.558  -4.290  0.398
H  0.966  -3.369  -3.306  0.057
H  3.069  -5.394  -2.136  0.407
H  5.255  -3.055  0.694  0.393
H  4.429  -0.984  -0.417  0.358
H  0.946  -1.177  -2.773  -0.138
H  1.576  0.436  -3.156  0.299
Se  -3.840  2.012  2.771  -0.795
C  -1.485  4.016  1.482  -1.476
Te  -2.273  2.051  0.855  0.099
C  -2.026  3.607  -1.132  -1.976
C  -2.587  4.812  -0.560  1.459
C  -3.489  5.665  -1.209  -0.780
C  -4.084  6.720  -0.535  -0.435
C  -3.807  6.942  0.809  -0.549
C  -2.932  6.091  1.475  -0.621
C  -2.313  5.041  0.811  1.040
H  -0.452  4.004  1.118  0.331
H  -1.502  4.103  2.566  0.344
H  -2.399  3.325  -2.115  0.294
H  -0.942  3.503  -1.074  0.448
H  -3.719  5.493  -2.255  0.336
H  -4.787  7.366  -1.053  0.347
H  -4.295  7.747  1.347  0.346
H  -2.739  6.233  2.533  0.323
Br  -1.513  -3.205  -4.253  -0.229
C  -2.205  -3.628  -2.518  0.046
C  -3.116  -4.666  -2.408  -0.442
C  -3.602  -4.983  -1.146  -0.454
C  -3.172  -4.282  -0.030  -0.490
C  -2.273  -3.232  -0.164  0.255
C  -1.786  -2.898  -1.426  -0.066
C  -1.795  -2.441  1.049  0.103
O  -1.866  -2.980  2.159  -0.786
O  -1.324  -1.308  0.756  -0.402
H  -3.442  -5.206  -3.287  0.371
H  -4.318  -5.790  -1.046  0.350
H  -3.521  -4.530  0.964  0.423
H  -1.101  -2.066  -1.515  0.275

---

3.
This record from OMol25 describes a structure of composition C31H28BrF6NP2PtSb in a non-equilibrium geometry. The level of theory is ωB97M-V with the def2-TZVPD basis set.

ΔE to the lowest compared entry with this formula, charge and spin, kJ/mol: 47.1
Spin multiplicity: 2
Charge: +2
Orbital gap (spin up / spin down), eV: 5.677 / 6.110
E_tot, Ha: -5467.91355
Expectation value of S²: 0.75
HOMO level (spin up / spin down), eV: -14.448 / -14.608

Last column: Mulliken charge in e.
CARTESIAN COORDINATES (ANGSTROEM)
Pt  0.120  0.198  0.042  2.506
C  -1.666  -2.356  1.210  -1.362
C  -0.806  -1.869  2.376  -1.336
P  -0.507  -0.046  2.348  0.436
C  -2.093  0.779  2.663  0.538
C  -2.192  2.120  2.278  -0.293
C  -3.402  2.782  2.380  -0.928
C  -4.499  2.126  2.927  -0.622
C  -4.392  0.804  3.347  -0.911
C  -3.192  0.126  3.222  -0.369
C  0.465  0.250  3.862  1.058
C  1.450  -0.657  4.252  -0.433
C  2.099  -0.492  5.462  -0.798
C  1.784  0.581  6.285  -0.524
C  0.850  1.517  5.870  -0.795
C  0.188  1.357  4.666  -0.505
P  -0.894  -2.012  -0.432  0.156
C  0.516  -3.140  -0.629  0.601
C  0.723  -4.265  0.163  -0.447
C  1.800  -5.098  -0.092  -0.805
C  2.670  -4.819  -1.134  -0.708
C  2.470  -3.699  -1.927  -0.789
C  1.406  -2.854  -1.668  -0.299
C  -2.127  -2.577  -1.647  1.329
C  -3.480  -2.246  -1.515  -0.631
C  -4.398  -2.677  -2.462  -0.779
C  -3.990  -3.455  -3.535  -0.563
C  -2.652  -3.802  -3.663  -0.795
C  -1.723  -3.360  -2.734  -0.627
H  -2.641  -1.866  1.210  0.519
H  -1.838  -3.432  1.299  0.807
H  0.179  -2.343  2.324  0.319
H  -1.258  -2.143  3.333  0.875
H  -1.323  2.621  1.876  0.563
H  -3.484  3.801  2.038  0.483
H  -5.431  2.657  3.047  0.451
H  -5.243  0.305  3.786  0.481
H  -3.119  -0.895  3.566  0.420
H  1.718  -1.486  3.615  0.264
H  2.848  -1.204  5.772  0.445
H  2.262  0.683  7.247  0.427
H  0.620  2.366  6.494  0.451
H  -0.551  2.080  4.356  0.384
H  0.033  -4.522  0.950  0.413
H  1.948  -5.978  0.513  0.476
H  3.498  -5.480  -1.339  0.468
H  3.141  -3.486  -2.745  0.505
H  1.237  -1.978  -2.281  0.566
H  -3.831  -1.629  -0.703  0.203
H  -5.434  -2.388  -2.368  0.457
H  -4.708  -3.795  -4.263  0.439
H  -2.332  -4.431  -4.480  0.459
H  -0.689  -3.653  -2.842  0.375
F  -2.502  0.155  -0.208  -0.354
Sb  -2.538  1.502  -1.734  2.339
F  -1.349  2.388  -0.479  -0.606
F  -4.020  2.175  -0.786  -0.524
F  -2.172  2.767  -3.046  -0.480
F  -3.554  0.308  -2.786  -0.506
F  -0.902  0.516  -2.267  -0.676
Br  1.634  2.486  -0.912  -0.081
C  2.909  1.115  -0.602  0.543
C  4.241  1.235  -0.960  -0.652
C  5.074  0.153  -0.724  -0.299
C  4.559  -0.979  -0.104  -0.920
C  3.221  -1.000  0.240  -0.145
N  2.411  0.022  -0.025  -0.102
H  4.598  2.145  -1.410  0.478
H  6.108  0.193  -1.024  0.450
H  5.184  -1.832  0.103  0.481
H  2.773  -1.847  0.741  0.501

---

4.
This record from OMol25 describes a structure of composition C31H28Cl2N5O4W. The level of theory is ωB97M-V with the def2-TZVPD basis set.

ΔE to the lowest compared entry with this formula, charge and spin, kJ/mol: 130.1
Charge: +1
Orbital gap (spin up / spin down), eV: 6.110 / 6.530
E_tot, Ha: -2760.19976
HOMO level (spin up / spin down), eV: -9.794 / -10.220

Last column: Mulliken charge in e.
CARTESIAN COORDINATES (ANGSTROEM)
W  -0.324  -2.096  0.032  1.430
N  -2.453  -1.931  0.835  -0.832
C  -2.653  -0.952  1.957  -0.553
C  -1.856  -1.385  3.180  -0.574
C  -0.482  -1.855  2.735  0.493
O  0.011  -2.885  3.139  -0.591
O  0.035  -1.072  1.799  -0.741
H  -3.093  -1.680  0.082  0.310
H  -2.760  -2.846  1.159  0.319
H  -3.717  -0.883  2.183  0.475
H  -2.309  0.015  1.598  0.216
H  -2.350  -2.177  3.739  0.354
H  -1.734  -0.522  3.838  0.348
Cl  4.290  -3.708  0.781  -0.186
C  2.892  -4.687  0.629  0.373
C  2.988  -6.091  0.737  -0.571
C  1.883  -6.885  0.616  0.652
Cl  2.040  -8.599  0.756  -0.227
C  0.602  -6.318  0.381  -0.515
C  -0.604  -7.030  0.248  -0.679
C  -1.766  -6.338  0.020  -1.535
C  -1.737  -4.944  -0.069  0.081
N  -0.632  -4.231  0.066  0.189
C  0.539  -4.921  0.284  0.740
C  1.676  -4.102  0.395  -0.028
O  1.452  -2.789  0.296  -0.476
H  3.956  -6.537  0.920  0.481
H  -0.606  -8.108  0.324  0.469
H  -2.708  -6.853  -0.096  0.427
H  -2.649  -4.400  -0.282  0.651
C  -0.345  -2.405  -4.910  -0.434
C  -1.330  -3.107  -4.232  -0.821
C  -1.392  -3.050  -2.845  -0.025
C  -0.500  -2.278  -2.091  0.573
C  0.474  -1.567  -2.813  -0.292
C  0.568  -1.641  -4.192  -0.808
H  -0.286  -2.451  -5.989  0.405
H  -2.043  -3.707  -4.782  0.434
H  -2.164  -3.632  -2.353  0.210
H  1.190  -0.941  -2.285  0.378
H  1.345  -1.096  -4.712  0.437
C  0.436  9.547  1.273  -1.387
C  0.988  8.152  1.165  0.716
C  0.595  7.150  2.047  -0.546
C  1.135  5.874  1.967  -0.033
C  2.060  5.572  0.976  -0.327
N  2.618  4.261  0.891  -0.056
C  1.971  3.125  0.504  0.255
O  2.531  2.058  0.363  -0.685
N  0.613  3.303  0.225  0.088
C  -0.193  2.312  -0.328  -0.325
C  -1.230  2.652  -1.184  -0.388
C  -2.021  1.646  -1.704  -1.191
C  -1.750  0.336  -1.378  -0.119
N  -0.777  -0.003  -0.514  0.480
C  -0.009  0.970  0.007  -0.416
C  2.455  6.560  0.083  -0.424
C  1.929  7.837  0.187  -0.671
H  -0.406  9.589  1.962  0.344
H  0.106  9.914  0.301  0.353
H  1.202  10.233  1.638  0.315
H  -0.126  7.373  2.824  0.330
H  0.853  5.110  2.680  0.457
H  3.619  4.156  0.955  0.309
H  0.293  4.256  0.140  0.275
H  -1.398  3.689  -1.446  0.455
H  -2.827  1.870  -2.388  0.462
H  -2.302  -0.478  -1.829  0.440
H  0.761  0.689  0.704  0.880
H  3.177  6.326  -0.690  0.462
H  2.249  8.604  -0.508  0.388